ORCA calculation (wB97M-V/def2-TZVPD) on a structure of composition C5H8O2.

Calculated values
Molar mass, g mol⁻¹: 100.1
HOMO-LUMO gap, hartree: 0.3851
HOMO, Eh: -0.364

Atoms and positions in Å:
O: -0.159 1.786 -1.438
O: -0.333 -0.985 -1.628
C: 0.036 -0.402 -0.415
C: 1.397 -0.871 0.086
C: -1.086 -0.542 0.570
C: -0.604 1.401 0.917
C: -0.095 1.101 -0.438
H: 0.095 1.416 1.752
H: 1.648 -0.469 1.075
H: -0.231 -0.276 -2.269
H: 1.407 -1.963 0.144
H: -1.199 2.341 0.914
H: -2.081 -0.563 0.111
H: -0.962 -1.437 1.218
H: 2.162 -0.548 -0.623

---

ORCA calculation (wB97M-V/def2-TZVPD) on a cluster of 6 separate species, C25H49NO8 in total.

Calculated values
Molar mass, g mol⁻¹: 491.7
HOMO-LUMO gap, hartree: 0.3255
HOMO, Eh: -0.309
SMILES: C[C@@H](O)C[C@@H]1C(=O)OC[C@H]1CCCN.CC(C)=O.CC(C)=O.CC(C)=O.CC(C)=O.CC(C)=O

Atoms and positions in Å:
O: 1.940 -0.823 2.485
O: 0.667 3.749 -4.692
O: -6.876 -3.909 0.271
O: 6.091 -0.606 -0.563
O: -4.645 -3.919 -0.981
O: 3.044 3.062 1.046
O: -4.521 -0.047 2.391
O: -1.891 -0.145 -2.903
N: -0.900 -1.299 -0.514
C: 5.233 -1.476 -0.423
C: -5.411 -2.485 2.573
C: -4.541 -2.872 1.229
C: -1.981 1.106 -4.934
C: 3.170 0.944 3.516
C: 0.640 4.857 -4.159
C: -3.637 -1.435 4.419
C: 0.619 1.034 3.196
C: -1.385 -2.331 1.877
C: -1.283 0.532 -3.730
C: 3.817 -1.124 -0.053
C: -5.578 -3.616 0.149
C: 1.898 5.516 -3.660
C: -0.653 5.607 -3.981
C: 3.820 3.113 0.092
C: 1.912 0.285 3.017
C: 5.559 -2.933 -0.615
C: 3.376 3.631 -1.249
C: 5.249 2.661 0.223
C: 0.187 0.818 -3.579
C: -3.443 -4.088 1.293
C: -0.343 -2.192 0.580
C: -1.983 -3.853 2.001
C: -4.850 -1.130 3.347
C: -3.358 -4.351 -0.356
H: -1.530 0.712 -5.848
H: 1.826 5.686 -2.583
H: -3.038 0.819 -4.913
H: -0.205 0.438 2.789
H: 3.555 -1.591 0.900
H: 5.375 -3.480 0.313
H: 4.025 0.288 3.321
H: -2.937 -0.475 4.524
H: 3.485 2.849 -2.004
H: -4.025 -2.021 0.608
H: 0.662 1.984 2.656
H: 3.729 -0.037 0.053
H: -5.555 -3.403 3.316
H: 0.350 1.896 -3.501
H: -1.203 -4.572 1.483
H: -2.650 -3.464 -0.694
H: -2.936 -5.404 -0.657
H: 3.327 1.889 2.991
H: 4.954 -3.345 -1.427
H: 6.617 -3.036 -0.879
H: 0.735 0.411 -4.432
H: -0.610 6.556 -4.520
H: 2.753 4.861 -3.856
H: -4.066 -5.012 1.718
H: 3.967 4.509 -1.523
H: -0.839 5.781 -2.918
H: -1.477 5.011 -4.387
H: 5.924 3.495 0.015
H: -1.237 -1.900 -1.302
H: 2.321 3.922 -1.195
H: -6.511 -2.204 2.214
H: -5.767 -0.721 3.989
H: -2.185 -1.477 1.900
H: 3.099 1.114 4.593
H: 0.656 -1.665 0.963
H: 5.442 1.835 -0.466
H: 2.055 6.462 -4.185
H: -3.030 -2.412 4.152
H: -0.689 -2.169 2.833
H: 0.557 0.340 -2.665
H: -1.683 -0.719 -0.105
H: 5.428 2.312 1.246
H: -4.097 0.731 2.892
H: 3.134 -1.455 -0.839
H: -0.001 -3.246 0.174
H: -4.121 -1.619 5.471
H: 0.434 1.208 4.259
H: -2.043 -4.157 3.129
H: -1.915 2.197 -4.917

---

ORCA calculation (wB97M-V/def2-TZVPD) on a structure of composition C13H23Cl4CuMgO15S2.

Calculated values
Molar mass, g mol⁻¹: 713.1
Net charge: -1
HOMO-LUMO gap (spin up / spin down), hartree: 0.0850 / 0.0812
HOMO (spin up / spin down), Eh: -0.127 / -0.127
Multiplicity: 2

Atoms and positions in Å:
Cu: 23.668 -18.823 9.931
Cl: 24.465 -15.185 4.431
Cl: 19.908 -24.670 12.314
Cl: 21.651 -15.118 2.734
Cl: 21.990 -26.807 11.062
S: 16.511 -24.618 5.696
S: 21.019 -20.400 7.561
Mg: 18.580 -21.777 5.493
O: 16.574 -25.847 6.523
O: 17.694 -24.332 4.839
O: 22.200 -19.545 7.354
O: 20.870 -20.731 2.093
O: 22.705 -20.396 0.902
O: 19.114 -14.348 9.384
O: 19.770 -19.805 7.115
O: 16.487 -23.443 6.467
O: 20.942 -21.686 6.797
O: 20.824 -20.781 -0.182
O: 17.974 -15.968 10.213
O: 23.902 -19.401 13.360
O: 15.249 -24.793 4.956
O: 20.269 -15.960 10.302
O: 21.087 -20.634 9.004
C: 17.031 -14.991 9.861
C: 22.886 -15.344 5.183
C: 21.551 -25.285 10.315
C: 23.224 -20.483 13.893
C: 19.177 -15.459 10.004
C: 23.143 -20.612 -0.433
C: 21.819 -20.630 -1.208
C: 20.012 -25.004 10.545
C: 24.128 -21.764 -0.600
C: 21.914 -15.999 4.260
C: 17.309 -13.189 8.102
C: 21.453 -20.784 1.024
C: 17.851 -13.740 9.380
H: 17.854 -12.311 7.754
H: 20.929 -16.209 4.677
H: 19.366 -25.849 10.307
H: 22.409 -16.946 4.049
H: 16.430 -14.790 10.748
H: 23.827 -20.920 14.689
H: 19.642 -24.073 10.114
H: 23.701 -19.731 -0.752
H: 21.631 -19.662 -1.673
H: 22.483 -14.372 5.469
H: 24.231 -22.014 -1.656
H: 21.866 -21.468 -1.903
H: 16.542 -15.323 8.945
H: 23.101 -21.373 13.276
H: 22.199 -20.154 14.066
H: 17.278 -13.897 7.273
H: 23.175 -15.962 6.033
H: 22.203 -24.490 10.676
H: 16.337 -12.881 8.488
H: 21.715 -25.362 9.240
H: 23.761 -22.636 -0.059
H: 17.856 -12.917 10.094
H: 25.103 -21.447 -0.229

---

ORCA calculation (wB97M-V/def2-TZVPD) on the ion C4H12N3 with charge +1.

Calculated values
Molar mass, g mol⁻¹: 102.2
Net charge: +1
HOMO-LUMO gap, hartree: 0.3622
HOMO, Eh: -0.493
SMILES: C=[NH+]N(C)[C@@H](C)N

Atoms and positions in Å:
N: -1.120 -1.101 0.052
N: -0.451 0.015 -0.114
N: 1.223 -1.497 -0.729
C: -1.276 1.588 -0.387
C: 0.909 -0.044 -0.502
C: 1.787 0.623 0.560
C: -2.314 -1.268 0.377
H: -2.030 1.445 0.441
H: 1.841 -1.525 -1.447
H: 1.860 -0.006 1.435
H: -1.637 1.488 -1.349
H: -2.923 -0.440 0.641
H: 1.728 -1.821 0.028
H: 1.086 0.478 -1.574
H: -0.679 2.453 -0.220
H: 1.269 1.612 0.748
H: -2.799 -2.259 0.286
H: 2.668 0.911 0.203
H: -0.402 -1.851 -0.218

---

ORCA calculation (wB97M-V/def2-TZVPD) on a cluster of 2 separate species, C4H7N3O in total.

Calculated values
Molar mass, g mol⁻¹: 113.1
HOMO-LUMO gap, hartree: 0.3395
HOMO, Eh: -0.306

Atoms and positions in Å:
O: -0.245 -0.866 -0.456
N: 1.424 -0.622 1.862
N: 1.733 -1.600 1.423
N: 1.931 -2.713 1.188
C: 0.807 -0.178 -0.595
C: 0.401 1.300 -0.529
C: -1.093 1.351 -0.510
C: -1.491 -0.136 -0.266
H: 0.855 1.729 -1.528
H: -1.423 1.926 -1.391
H: 0.817 1.805 0.293
H: -2.326 -0.385 -0.814
H: 1.920 -3.253 0.273
H: -1.644 1.832 0.319
H: -1.666 -0.192 0.731

---

ORCA calculation (wB97M-V/def2-TZVPD) on a cluster of 7 separate species, C27H50N2O11 in total.

Calculated values
Molar mass, g mol⁻¹: 578.7
HOMO-LUMO gap, hartree: 0.3782
HOMO, Eh: -0.365
SMILES: CCOC(C)=O.CCOC(C)=O.CCOC(C)=O.CCOC(C)=O.O=C1OCCO1.CCCC#N.CCCC#N

Atoms and positions in Å:
O: -27.636 3.364 -13.898
O: -26.657 5.320 -6.463
O: -32.944 7.715 -5.488
O: -29.037 6.997 -16.255
O: -29.828 13.257 -9.772
O: -27.991 5.493 -13.157
O: -29.840 11.523 -8.235
O: -29.460 13.590 -7.585
O: -28.335 3.777 -6.682
O: -32.908 9.895 -5.945
O: -31.037 6.025 -15.736
N: -30.818 10.174 -13.642
N: -28.022 9.227 -8.629
C: -33.362 9.904 -13.346
C: -30.154 5.720 -17.869
C: -28.027 3.694 -11.559
C: -26.430 6.023 -8.634
C: -29.747 12.806 -8.628
C: -33.217 10.470 -4.683
C: -27.272 4.179 -6.230
C: -32.399 8.552 -7.742
C: -27.176 6.284 -7.358
C: -31.261 6.565 -14.446
C: -30.045 7.745 -11.221
C: -27.782 4.294 -12.953
C: -28.770 9.159 -9.523
C: -29.417 12.752 -6.444
C: -33.336 11.443 -11.379
C: -31.636 5.397 -13.559
C: -28.373 2.541 -15.940
C: -33.830 10.094 -11.895
C: -26.456 3.334 -5.263
C: -27.591 3.696 -15.270
C: -31.969 10.014 -13.501
C: -29.631 9.156 -10.682
C: -30.073 6.384 -16.519
C: -32.752 8.661 -6.259
C: -29.854 11.391 -6.826
C: -30.486 6.764 -10.132
C: -31.970 10.626 -3.751
H: -27.770 1.647 -15.778
H: -34.113 10.050 -4.225
H: -25.391 6.262 -8.410
H: -32.204 5.730 -12.690
H: -32.943 9.215 -8.415
H: -29.081 10.671 -6.558
H: -28.255 6.186 -7.472
H: -28.048 4.642 -15.561
H: -29.370 2.349 -15.543
H: -33.521 12.336 -11.976
H: -26.835 6.608 -9.460
H: -31.652 9.640 -3.415
H: -30.901 7.866 -11.884
H: -31.207 5.510 -18.052
H: -32.252 11.489 -11.273
H: -27.141 2.634 -4.785
H: -29.734 6.403 -18.608
H: -29.238 9.765 -11.497
H: -31.280 7.225 -9.545
H: -25.847 3.944 -4.596
H: -29.621 4.774 -17.776
H: -33.870 11.488 -10.430
H: -30.755 4.816 -13.286
H: -30.767 5.797 -10.551
H: -33.507 11.495 -4.914
H: -30.578 9.584 -10.353
H: -28.468 12.740 -5.908
H: -26.551 3.718 -15.596
H: -30.201 13.153 -5.802
H: -31.338 8.770 -7.872
H: -31.131 11.066 -4.291
H: -33.794 10.614 -14.051
H: -32.390 4.732 -13.979
H: -29.278 7.316 -11.867
H: -29.762 6.526 -9.353
H: -28.928 3.083 -11.533
H: -34.918 10.070 -11.832
H: -28.106 4.506 -10.835
H: -33.578 9.226 -11.286
H: -32.674 7.559 -8.097
H: -26.900 7.286 -7.030
H: -30.412 7.106 -14.028
H: -32.209 11.197 -2.854
H: -32.154 7.191 -14.469
H: -33.610 8.911 -13.720
H: -27.097 3.149 -11.393
H: -25.759 2.762 -5.876
H: -28.489 2.809 -16.990
H: -26.509 4.984 -8.954
H: -30.834 11.085 -6.459